This record from the Open Molecules 2025 dataset describes C6H10O in the gas phase. The level of theory is the ωB97M-V functional and the def2-TZVPD basis.

```
17
Properties=species:S:1:pos:R:3:forces:R:3
C -1.015 -0.561 2.336 0.138 0.014 0.073
C -0.241 0.313 1.443 -0.014 -0.367 0.016
C 0.656 -0.421 0.525 -0.147 0.036 -0.019
C 0.713 0.122 -0.896 -0.193 0.164 0.161
O 1.828 -0.294 -1.633 0.005 -0.251 -0.076
C -0.588 0.295 -1.627 -0.138 -0.124 -0.075
C 0.224 1.496 -1.192 0.102 0.185 0.038
H -1.223 -0.120 3.316 -0.007 -0.033 -0.160
H -0.747 -1.627 2.413 0.063 0.145 -0.009
H -1.983 -0.498 1.797 0.064 -0.030 0.027
H -0.139 2.079 -0.353 0.068 -0.072 -0.181
H 0.556 -1.525 0.508 -0.057 0.156 0.016
H 1.633 -0.206 1.002 -0.109 0.037 0.016
H 1.685 -1.214 -1.891 0.083 0.118 0.006
H -0.602 0.055 -2.686 0.026 0.052 0.154
H -1.509 0.069 -1.092 0.162 0.071 -0.083
H 0.752 2.036 -1.970 -0.046 -0.101 0.096
```
Forces are in eV/Å.

Orbital gap   8.65 eV
Molecular weight   98.1 g mol⁻¹
Energy above the lowest of the compared OMol25 structures with the same formula, charge and spin   395.1 kJ/mol
Max |F|   0.4 eV Å⁻¹

Okay, here come the natural (NBO) numbers, in e, for every atom: -0.78 0.18 -0.60 0.24 -0.70 -0.45 -0.43 0.24 0.19 0.28 0.25 0.18 0.29 0.47 0.22 0.21 0.23

---

This record from the Open Molecules 2025 dataset describes a molecular structure, C6H10O. The level of theory is the ωB97M-V functional and the def2-TZVPD basis.

```
17
Properties=species:S:1:pos:R:3:forces:R:3
C -1.049 -1.312 -0.602 0.065 -0.071 -0.012
C 0.179 -0.542 -0.218 -0.108 0.122 -0.068
C 1.038 0.302 -0.846 -0.035 0.044 -0.113
C 0.951 1.278 0.267 0.519 0.100 0.062
O -0.380 1.928 0.421 0.095 0.283 0.013
C -0.750 1.039 1.489 -0.229 -0.031 0.260
C 0.391 0.124 1.124 -0.040 -0.098 0.312
H -1.288 -2.156 0.053 0.181 0.090 -0.066
H -1.069 -1.634 -1.644 0.125 0.007 0.195
H -1.861 -0.577 -0.493 0.066 -0.232 0.008
H 1.122 -1.913 -1.691 0.216 -0.285 -0.379
H 1.617 0.299 -1.765 -0.644 0.209 -0.128
H 1.059 -1.624 -2.370 0.129 -0.375 -0.257
H 1.731 2.004 0.496 0.016 -0.157 0.204
H -1.754 0.607 1.396 0.079 0.316 -0.011
H -0.627 1.513 2.469 -0.105 0.078 -0.070
H 1.048 -0.386 1.828 -0.331 -0.001 0.050
```
Forces are in eV/Å.

Orbital gap   10.05 eV
Molecular weight   98.1 g mol⁻¹
Energy above the lowest of the compared OMol25 structures with the same formula, charge and spin   410.3 kJ/mol
Max |F|   0.7 eV Å⁻¹

Okay, here come the natural (NBO) numbers, in e, for every atom: -0.67 0.09 -0.24 0.06 -0.54 -0.08 -0.29 0.22 0.23 0.23 0.01 0.21 -0.01 0.19 0.17 0.18 0.22

---

This record from the Open Molecules 2025 dataset describes 2 unconnected molecules or ions with the total composition C6H10O. The level of theory is the ωB97M-V functional and the def2-TZVPD basis.

```
17
Properties=species:S:1:pos:R:3:forces:R:3
C -2.423 -0.263 -0.491 -0.043 -0.095 -0.021
C -1.498 0.594 0.319 -0.041 -0.018 0.256
C -0.378 0.229 0.936 -0.192 0.281 -0.049
O 0.259 -0.968 0.799 -0.170 0.083 -0.089
C 1.677 -0.800 0.720 0.252 -0.181 0.182
C 2.323 -0.130 -0.430 0.166 0.125 0.184
C 2.266 0.555 0.673 0.188 -0.041 -0.154
H -3.436 -0.138 -0.091 0.079 -0.116 -0.117
H -2.156 -1.321 -0.423 0.014 0.155 -0.044
H -2.461 0.017 -1.551 0.056 0.013 0.171
H -1.796 1.625 0.490 -0.117 -0.150 0.163
H -0.132 0.171 -1.587 0.102 -0.017 -0.192
H 0.110 0.921 1.619 -0.020 0.016 -0.185
H 2.152 -1.639 1.228 -0.137 0.115 -0.008
H 2.624 -0.181 -1.464 -0.062 -0.011 0.166
H 0.435 -0.155 -1.939 -0.192 -0.001 -0.197
H 2.435 1.485 1.192 0.118 -0.157 -0.064
```
Forces are in eV/Å.

SMILES   C/C=C\OC1C=C1.[H][H]
Orbital gap   9.77 eV
Molecular weight   98.1 g mol⁻¹
Energy above the lowest of the compared OMol25 structures with the same formula, charge and spin   411.7 kJ/mol
Max |F|   0.4 eV Å⁻¹

Okay, here come the natural (NBO) numbers, in e, for every atom: -0.65 -0.27 0.13 -0.53 0.05 -0.18 -0.22 0.22 0.23 0.22 0.21 0.02 0.17 0.18 0.23 -0.02 0.23

---

This record from the Open Molecules 2025 dataset describes C6H10O in the gas phase. The level of theory is the ωB97M-V functional and the def2-TZVPD basis.

```
17
Properties=species:S:1:pos:R:3:forces:R:3
C -1.453 1.285 0.130 -0.033 0.033 -0.006
C -0.618 0.039 0.393 -0.010 0.008 0.008
C -0.516 -0.979 -0.766 -0.023 0.029 -0.006
C 0.833 -1.618 -0.528 0.064 0.089 0.120
C 1.555 -0.939 0.362 -0.029 -0.040 -0.170
C 0.854 0.341 0.764 -0.117 -0.189 0.248
O 1.411 1.459 0.080 -0.066 0.129 -0.158
H -1.000 1.915 -0.643 -0.099 -0.092 0.073
H -2.467 1.029 -0.195 0.136 -0.010 0.055
H -1.529 1.892 1.039 -0.001 -0.060 -0.147
H -1.045 -0.500 1.249 0.087 0.075 -0.108
H -0.559 -0.491 -1.752 0.015 -0.056 0.128
H -1.334 -1.710 -0.748 0.108 0.129 -0.002
H 1.163 -2.513 -1.048 -0.062 0.087 0.111
H 2.557 -1.188 0.698 -0.119 0.048 -0.116
H 0.961 0.601 1.822 -0.018 -0.125 -0.128
H 1.189 1.379 -0.857 0.168 -0.053 0.096
```
Forces are in eV/Å.

SMILES   C[C@H]1CC=C[C@H]1O
Orbital gap   10.56 eV
Molecular weight   98.1 g mol⁻¹
Energy above the lowest of the compared OMol25 structures with the same formula, charge and spin   17.5 kJ/mol
Max |F|   0.3 eV Å⁻¹

Okay, here come the natural (NBO) numbers, in e, for every atom: -0.60 -0.23 -0.45 -0.17 -0.22 0.06 -0.71 0.20 0.21 0.22 0.21 0.20 0.22 0.21 0.21 0.18 0.46

---

This record from the Open Molecules 2025 dataset describes C6H10O in the gas phase in a non-equilibrium geometry. The level of theory is the ωB97M-V functional and the def2-TZVPD basis.

```
17
Properties=species:S:1:pos:R:3:forces:R:3
C -1.846 -0.746 0.982 1.109 -0.415 0.524
C -2.911 -1.323 0.485 2.160 -0.799 2.068
C -0.097 1.088 0.831 -1.075 -0.483 0.474
C 2.253 0.318 0.258 0.352 -1.259 2.760
C 0.288 -0.124 -1.416 -1.113 -0.314 3.511
C 0.905 0.790 -0.223 -0.656 0.856 -2.578
O -1.217 0.370 1.121 0.041 0.914 -0.405
H -3.125 -2.310 0.837 -0.023 -0.526 0.171
H -3.518 -0.982 -0.235 -2.180 1.669 -2.588
H -0.005 1.866 1.592 0.229 -0.275 -0.472
H 2.449 0.565 1.369 -0.380 0.309 -1.670
H 3.081 0.767 -0.328 -0.405 -1.054 0.200
H 2.148 -0.790 0.390 0.995 0.564 -0.837
H 0.933 -0.363 -2.191 1.613 0.235 -1.509
H -0.671 0.256 -1.825 0.601 -0.126 0.424
H 0.127 -1.138 -0.945 -0.332 0.944 -0.401
H 1.206 1.757 -0.702 -0.937 -0.241 0.327
```
Forces are in eV/Å.

Orbital gap (spin up / spin down)   8.26 / 8.07 eV
Molecular weight   98.1 g mol⁻¹
Energy above the lowest of the compared OMol25 structures with the same formula, charge and spin   533.5 kJ/mol
Max |F|   3.8 eV Å⁻¹

Okay, here come the natural (NBO) numbers, in e, for every atom: 0.34 -0.60 0.11 -0.62 -0.60 -0.31 -0.42 0.22 0.19 0.18 0.22 0.22 0.21 0.21 0.22 0.21 0.21

---

This record from the Open Molecules 2025 dataset describes 2 unconnected molecules or ions with the total composition C6H10O in a non-equilibrium geometry. The level of theory is the ωB97M-V functional and the def2-TZVPD basis.

```
17
Properties=species:S:1:pos:R:3:forces:R:3
C 0.877 0.006 0.298 -0.197 -0.030 0.288
C 0.181 2.040 -1.367 -0.651 -0.041 -0.270
O -0.948 1.618 -1.432 0.620 0.650 -0.464
C -0.496 0.440 1.031 0.437 -0.210 0.052
C -1.161 -0.915 1.112 0.080 -0.222 -0.020
C -0.609 -1.819 0.309 -0.171 -0.102 0.125
C 0.538 -1.269 -0.488 -0.028 -0.049 0.069
H 1.536 -0.257 1.130 -0.058 -0.160 -0.004
H 1.525 0.641 -0.335 -0.748 0.289 0.448
H 0.601 2.537 -0.469 -0.341 0.097 -0.187
H 0.877 1.928 -2.216 0.050 0.025 -0.021
H -0.275 0.890 2.006 0.095 -0.339 0.018
H -1.252 1.120 0.595 0.944 -0.196 -0.348
H -2.058 -1.106 1.694 0.189 0.097 0.060
H -0.936 -2.846 0.222 -0.159 0.019 -0.095
H 0.222 -1.038 -1.519 -0.001 -0.026 0.241
H 1.378 -1.969 -0.571 -0.061 0.199 0.110
```
Forces are in eV/Å.

SMILES   C1=CCCC1.C=O
Orbital gap   9.87 eV
Molecular weight   98.1 g mol⁻¹
Energy above the lowest of the compared OMol25 structures with the same formula, charge and spin   164.9 kJ/mol
Max |F|   1.0 eV Å⁻¹

Okay, here come the natural (NBO) numbers, in e, for every atom: -0.40 0.27 -0.52 -0.46 -0.18 -0.20 -0.45 0.21 0.20 0.12 0.12 0.21 0.25 0.21 0.21 0.21 0.21

---

This record from the Open Molecules 2025 dataset describes C6H10O in the gas phase in a non-equilibrium geometry. The level of theory is the ωB97M-V functional and the def2-TZVPD basis.

```
17
Properties=species:S:1:pos:R:3:forces:R:3
C -2.069 -0.253 0.148 0.143 0.082 -0.419
C -1.064 0.811 -0.391 -0.528 -0.267 -0.403
C -0.121 1.382 0.650 -0.667 0.116 -0.175
C 0.420 0.508 -0.434 -0.242 -0.171 -0.160
C 0.991 -0.861 -0.155 -0.152 0.013 0.044
C 2.503 -0.933 -0.101 0.130 0.277 -0.117
O 3.261 -0.054 -0.433 -0.436 -0.355 0.160
H -3.099 0.128 0.140 0.268 -0.022 -0.200
H -1.930 -0.656 1.177 0.431 0.569 -0.558
H -2.008 -1.125 -0.504 -0.304 -0.075 -0.077
H -1.503 1.479 -1.121 0.206 -0.205 -0.338
H 0.197 2.421 0.761 -0.478 -0.431 -0.039
H -0.718 0.857 1.376 1.713 0.428 1.922
H 0.952 1.024 -1.239 -0.168 0.051 0.418
H 0.680 -1.579 -0.930 0.067 -0.030 0.129
H 0.607 -1.242 0.799 0.063 -0.113 -0.134
H 2.902 -1.909 0.258 -0.046 0.134 -0.054
```
Forces are in eV/Å.

SMILES   C[C@H]1C[C@H]1CC=O
Orbital gap   10.66 eV
Molecular weight   98.1 g mol⁻¹
Energy above the lowest of the compared OMol25 structures with the same formula, charge and spin   156.5 kJ/mol
Max |F|   2.6 eV Å⁻¹

Okay, here come the natural (NBO) numbers, in e, for every atom: -0.64 -0.20 -0.46 -0.23 -0.51 0.45 -0.52 0.22 0.21 0.21 0.22 0.23 0.23 0.24 0.23 0.23 0.10